<a>
Entry from the Open Molecules 2025 dataset: C2H3N4 as an isolated structure (the ωB97M-V functional and the def2-TZVPD basis).

Each line ends with the Mulliken charge.
Element x y z (Å)
C1 -0.6592 -1.1413 0.6533  0.471
C2 -0.1138 0.6778 -1.1255  -0.594
N1 0.5858 -0.7953 2.0404  0.083
N2 0.9217 0.0474 0.9994  -0.181
N3 -0.4463 -1.4462 1.8671  -0.135
N4 -0.0248 -0.1230 0.0421  0.414
H1 -0.3580 1.7699 -0.9956  0.315
H2 0.8787 0.8340 -1.6650  0.302
H3 -0.7841 0.1768 -1.8162  0.325

Results
**Total charge**: +1
**Frontier orbital gap (alpha / beta)**: 8.68 / 7.30 eV

=====

<b>
Entry from the Open Molecules 2025 dataset: an isolated ion of composition C2H3N4 and charge +1 (the ωB97M-V functional and the def2-TZVPD basis).

Each line ends with the Mulliken charge.
Element x y z (Å)
C1 0.9572 -0.9564 -0.1257  0.226
C2 -0.2033 0.0743 -0.3098  -0.119
N1 1.8436 0.0973 -0.4960  0.127
N2 1.8275 -0.2085 0.7515  -0.122
N3 0.8132 1.0875 -0.7486  -0.150
N4 0.2774 1.0895 0.6249  -0.186
H1 0.8673 -2.0222 -0.3772  0.410
H2 -1.1437 0.1104 -0.6557  0.526
H3 -0.2016 1.9391 0.9448  0.288

Results
**Total charge**: +1
**Frontier orbital gap (alpha / beta)**: 7.89 / 7.77 eV
**Structure (SMILES)**: N1=[N+]2[C@@H]1[C@H]1NN12

=====

The structure with the most favorable energy is <a>; the runner-up is 182.1 kJ/mol above it.

=====

<a>
Entry from the Open Molecules 2025 dataset: a 2-piece molecular cluster, C4H12N4 overall (the ωB97M-V functional and the def2-TZVPD basis).

Each line ends with the Mulliken charge.
Element x y z (Å)
C1 1.7613 -0.1790 -1.7626  -0.183
C2 2.2964 -0.6974 -0.6621  -0.238
N1 2.6100 -2.0975 -0.6272  -0.600
N2 1.3811 1.1416 -1.9686  -0.418
H1 1.5567 -0.8759 -2.5665  0.271
H2 2.5326 -0.0664 0.2010  0.286
H3 2.1361 -2.5527 0.1437  0.238
H4 3.6031 -2.2503 -0.4959  0.229
H5 1.1638 1.3596 -2.9265  0.219
H6 1.9587 1.8545 -1.5503  0.203
C3 -1.3793 0.8078 0.0529  -0.765
N3 -2.0742 -0.1417 0.9161  -0.296
C4 -2.7646 0.3337 2.0034  0.098
N4 -2.8984 -0.3463 3.0696  -0.667
H7 -1.1129 0.3304 -0.8836  0.201
H8 -2.0600 1.6295 -0.1839  0.370
H9 -0.4731 1.2227 0.4952  0.274
H10 -1.5171 -0.9444 1.1814  0.259
H11 -3.2205 1.3175 1.8479  0.276
H12 -3.4997 0.1546 3.7161  0.243

Results
**Frontier orbital gap**: 9.30 eV
**Structure (SMILES)**: [H]/N=C/NC.N/C=C/N

=====

<b>
Entry from the Open Molecules 2025 dataset: C4H12N4 as an isolated structure (the ωB97M-V functional and the def2-TZVPD basis).

Each line ends with the Mulliken charge.
Element x y z (Å)
C1 -1.8527 -0.3178 -1.4165  -1.417
N1 0.7658 -0.5262 -0.7011  -0.068
C2 -0.9051 0.5083 -0.5905  0.794
N2 1.8748 0.2696 -0.9977  -0.815
N3 -0.7427 1.7583 -0.8219  -0.881
H1 0.8300 -1.4052 -1.2092  0.274
H2 1.5130 1.1879 -1.2734  0.293
H3 2.3794 0.4010 -0.1063  0.322
H4 -0.2310 2.2521 -0.0943  0.219
H5 -1.6728 -0.1052 -2.4680  0.323
H6 -1.7207 -1.3883 -1.2474  0.412
H7 -2.8864 -0.0443 -1.1855  0.334
N4 -0.8143 -0.0081 0.8867  -0.143
C3 0.5225 -0.7646 1.0257  0.000
C4 1.3917 -0.2064 1.9481  -1.176
H8 -0.8058 0.7733 1.5430  0.387
H9 -1.6075 -0.5966 1.1409  0.340
H10 0.3599 -1.8379 1.0685  0.257
H11 1.4579 0.8680 2.0780  0.305
H12 2.1440 -0.8179 2.4211  0.240

Results
**Frontier orbital gap**: 7.47 eV

=====

<c>
Entry from the Open Molecules 2025 dataset: a 2-piece molecular cluster, C4H12N4 overall (the ωB97M-V functional and the def2-TZVPD basis).

Each line ends with the Mulliken charge.
Element x y z (Å)
C1 1.0402 0.5824 -1.2782  -1.458
C2 0.1593 1.1160 1.0008  -1.284
C3 1.4318 -0.9458 0.5778  -1.425
C4 0.4063 -0.0102 0.0092  1.353
N1 -3.8156 -0.3286 0.2040  -0.386
N2 -1.0972 -1.7182 -0.5438  -0.759
N3 -2.9529 0.5169 0.1810  -0.017
N4 -0.8129 -0.5501 -0.4573  0.192
H1 0.2990 1.2482 -1.7502  0.444
H2 1.9760 1.2325 -1.1421  0.318
H3 1.1863 -0.3376 -2.0633  0.291
H4 -0.2167 1.9373 0.3971  0.344
H5 1.0494 1.2893 1.5850  0.418
H6 -0.6902 0.5472 1.6219  0.302
H7 2.4349 -0.2605 0.7978  0.308
H8 1.0551 -1.3095 1.6198  0.351
H9 1.6757 -1.9388 -0.0315  0.373
H10 -4.2402 -0.6490 -0.7258  0.192
H11 -0.4097 -2.4657 -0.2996  0.254
H12 -2.7399 0.9086 -0.6895  0.189

Results
**Frontier orbital gap**: 9.42 eV
**Structure (SMILES)**: [H]/N=N\C(C)(C)C.[H]/N=N\[H]

=====

The structure with the most favorable energy is <a>; the runner-up is 353.4 kJ/mol above it.

=====

<a>
Entry from the Open Molecules 2025 dataset: a 2-piece molecular cluster, C4H12N4 overall (the ωB97M-V functional and the def2-TZVPD basis).

Each line ends with the Mulliken charge.
Element x y z (Å)
C1 -1.5133 -0.3918 0.1108  -0.435
C2 0.4122 -0.9530 1.7003  -0.934
C3 -2.1235 0.7406 -0.6748  -1.097
N1 1.4349 0.8493 -1.4162  -0.253
N2 -0.0340 0.0068 0.7021  -0.360
C4 1.8949 0.8624 -0.2593  0.515
N3 1.1530 -0.3126 -2.1133  -0.445
N4 2.8757 1.2128 0.4164  -0.578
H1 -0.1351 0.9160 1.1512  0.272
H2 0.7925 -0.9996 -1.4385  0.237
H3 0.6145 -0.0584 -2.9339  0.269
H4 3.4404 0.5926 0.9751  0.257
H5 -1.4253 -1.3088 -0.4687  0.333
H6 -2.0975 -0.6013 1.0158  0.389
H7 1.4253 -0.7168 2.0266  0.281
H8 -0.2341 -0.9344 2.5861  0.334
H9 0.4129 -1.9516 1.2628  0.309
H10 -1.6282 0.8527 -1.6364  0.222
H11 -2.0945 1.6776 -0.1211  0.301
H12 -3.1707 0.5177 -0.8851  0.383

Results
**Frontier orbital gap**: 7.88 eV
**Structure (SMILES)**: N=C=NN.CCNC

=====

<b>
Entry from the Open Molecules 2025 dataset: a 3-piece molecular cluster, C4H12N4 overall (the ωB97M-V functional and the def2-TZVPD basis).

Each line ends with the Mulliken charge.
Element x y z (Å)
C1 0.0870 -0.6877 -0.4202  -0.276
C2 -0.5092 0.3173 0.3275  -0.166
C3 -2.4194 -0.8921 -0.1340  -1.135
C4 1.9287 0.5966 0.1684  0.303
N1 0.4859 -1.8910 0.0954  -0.321
N2 2.0009 1.9399 0.0114  -0.379
N3 -0.8650 1.5648 -0.1837  -0.413
N4 2.9359 -0.1232 0.4221  -0.871
H1 0.0885 -0.6073 -1.4995  0.312
H2 -0.5011 0.2356 1.4052  0.256
H3 0.2469 -2.0919 1.0545  0.227
H4 0.6335 -2.6406 -0.5599  0.212
H5 1.1447 2.4686 0.0508  0.243
H6 2.8831 2.4138 0.1695  0.269
H7 -1.0723 1.5472 -1.1741  0.212
H8 -1.6309 1.9844 0.3251  0.282
H9 2.7189 -1.1183 0.4527  0.277
H10 -2.7332 -0.6349 -1.1457  0.311
H11 -2.3749 -1.9689 0.0181  0.330
H12 -3.0481 -0.4125 0.6161  0.329

Results
**Frontier orbital gap (alpha / beta)**: 6.86 / 6.98 eV

=====

The structure with the most favorable energy is <a>; the runner-up is 74.5 kJ/mol above it.